# 1
The following is a quantum chemistry calculation of a molecular structure, C32H29Br2IrN4O3S, from the OMol25 dataset.

CARTESIAN COORDINATES (ANGSTROEM)
Ir: -0.37160 0.49471 0.13435
C: -0.35610 3.95881 1.21545
N: -0.21020 3.20771 -0.02875
C: -1.19860 3.65821 -1.00285
C: 1.14830 3.23191 -0.49865
C: 1.64480 4.21981 -1.32795
C: 2.95190 4.15861 -1.78865
C: 3.76080 3.09631 -1.42525
C: 3.29120 2.11151 -0.57625
C: 1.98840 2.17271 -0.07555
N: 1.38400 1.21191 0.70475
C: 1.92430 0.53021 1.75015
C: 3.26510 0.53621 2.17015
C: 3.69900 -0.36989 3.11575
C: 2.81800 -1.25509 3.71385
C: 1.46020 -1.16759 3.43395
C: 1.00540 -0.28029 2.48115
N: -0.40110 -0.05849 2.19655
C: -0.91110 1.05511 3.01545
C: -1.25290 -1.22819 2.42785
H: -0.28390 5.04141 1.04405
H: -1.32790 3.74891 1.66145
H: 0.42780 3.67501 1.91435
H: -1.23540 4.74991 -1.10095
H: -0.99050 3.23051 -1.97995
H: -2.17980 3.31311 -0.67855
H: 1.01710 5.04581 -1.62645
H: 3.32380 4.92711 -2.44895
H: 4.76170 3.01761 -1.82255
H: 3.91030 1.25711 -0.34995
H: 3.96570 1.23461 1.74785
H: 4.74510 -0.40039 3.37865
H: 3.17130 -1.98469 4.42545
H: 0.77920 -1.80919 3.96955
H: -1.00260 0.76251 4.06685
H: -0.23840 1.90581 2.95475
H: -1.89460 1.34611 2.64965
H: -1.32440 -1.47239 3.49185
H: -2.25260 -1.00779 2.05595
H: -0.86600 -2.09159 1.89115
Br: -5.29200 -0.40449 -0.30805
C: -4.10950 0.06131 -1.70485
C: -4.54530 0.26141 -2.99115
C: -3.62220 0.61471 -3.97505
Br: -4.28950 0.89841 -5.72955
C: -2.23880 0.78581 -3.71105
C: -1.26230 1.14051 -4.64665
C: 0.07320 1.23601 -4.20915
C: 0.40530 1.01401 -2.90115
N: -0.51860 0.68891 -1.95445
C: -1.82310 0.56611 -2.37045
C: -2.74010 0.20891 -1.36115
O: -2.31080 0.03781 -0.14115
H: -5.58790 0.14801 -3.24315
H: -1.52030 1.32131 -5.67585
H: 0.84680 1.46711 -4.92325
H: 1.42700 1.08671 -2.56045
O: -1.74380 -7.54919 0.53245
C: -0.62830 -7.07659 1.12195
O: 0.00160 -7.77289 1.87515
C: -0.22840 -5.69119 0.77035
C: 1.04630 -5.26289 1.15625
C: 1.49520 -4.00609 0.82525
C: 0.68260 -3.13939 0.08205
S: 1.32450 -1.61649 -0.42955
C: -0.61120 -3.54299 -0.26175
C: -1.05610 -4.80009 0.08005
H: -2.14090 -6.90869 -0.07315
H: 1.67010 -5.95099 1.70735
H: 2.47580 -3.66369 1.12195
H: -1.25570 -2.85599 -0.79235
H: -2.06950 -5.06929 -0.18895

The energy above the lowest of the compared OMol25 structures with the same formula, charge and spin is 51.2 kcal per mole. Its net charge is 0. The largest force on an atom comes out at 0.0542 hartree/bohr. For the HOMO energy (spin up / spin down), the calculation gives -6.88 / -6.88 eV.

---

# 2
The following is a quantum chemistry calculation of a molecular structure, C32H29ClN3O5PtS, from the OMol25 dataset.

CARTESIAN COORDINATES (ANGSTROEM)
Pt: 1.93832 -1.16425 1.04769
C: -0.94718 4.36791 -1.48031
C: 0.45741 4.42312 -2.00745
C: 0.84146 5.37152 -2.94925
C: 2.13839 5.42953 -3.43384
C: 3.09250 4.53738 -2.96851
C: 2.74252 3.58985 -2.02031
C: 1.43172 3.52933 -1.56058
N: 1.05003 2.58110 -0.56003
C: 1.46711 1.30528 -0.47549
N: 1.91525 0.72936 -1.59448
C: 2.54783 -0.51160 -1.77145
C: 2.79271 -1.38616 -0.72694
C: 3.42426 -2.60560 -0.93636
C: 3.84444 -2.92750 -2.21313
C: 3.59444 -2.05671 -3.26386
C: 2.95351 -0.84649 -3.07407
C: 2.69975 0.09598 -4.21797
N: 1.34009 0.65669 0.67583
C: 1.08506 1.40109 1.88633
C: 2.11261 2.21755 2.36237
C: 1.91724 2.96467 3.50462
C: 0.69580 2.88379 4.16908
C: -0.30840 2.06463 3.68891
C: -0.14442 1.29674 2.53288
C: -1.26803 0.43142 2.04465
H: -1.58875 5.05549 -2.02648
H: -0.99594 4.65291 -0.42543
H: -1.37057 3.36581 -1.56895
H: 0.10183 6.07426 -3.31128
H: 2.40640 6.17739 -4.16712
H: 4.11241 4.58929 -3.32363
H: 3.49460 2.91920 -1.62315
H: 0.52681 2.92316 0.23306
H: 1.85063 1.31639 -2.41405
H: 3.61699 -3.27029 -0.10503
H: 4.35880 -3.86174 -2.38797
H: 3.90264 -2.32603 -4.26602
H: 2.97834 -0.36683 -5.16139
H: 3.28294 1.01615 -4.12241
H: 1.64389 0.36950 -4.29394
H: 3.06320 2.23559 1.84536
H: 2.71097 3.59396 3.88192
H: 0.52680 3.46972 5.06230
H: -1.25778 2.01551 4.20721
H: -2.22452 0.87138 2.32345
H: -1.22056 -0.56413 2.49028
H: -1.25052 0.29734 0.96357
O: 2.05546 -1.16961 3.61310
Cl: 3.39701 -1.49228 3.17976
O: 3.25045 -2.65124 2.24704
O: 4.29516 -1.74536 4.21583
O: 3.83508 -0.40740 2.28387
C: -8.42019 -4.23700 1.88067
C: -7.30731 -3.79017 0.97714
O: -7.18275 -2.67419 0.56197
S: -6.17993 -5.14516 0.56669
C: -4.60198 -4.34449 0.46645
C: -3.52629 -5.04365 1.01259
C: -2.26336 -4.48414 1.02128
C: -2.06178 -3.21318 0.47916
C: -3.13248 -2.54053 -0.11174
C: -4.39507 -3.10388 -0.13067
C: -0.78223 -2.58274 0.56614
C: 0.28297 -2.02518 0.66383
H: -9.15569 -3.44261 1.96863
H: -8.00336 -4.48667 2.85659
H: -8.88448 -5.14382 1.48848
H: -3.68580 -6.02229 1.44542
H: -1.43329 -5.02247 1.45762
H: -2.96785 -1.57646 -0.57454
H: -5.21530 -2.58820 -0.60395

The energy above the lowest of the compared OMol25 structures with the same formula, charge and spin is 25.0 kcal per mole. Its net charge is +1. The largest force on an atom comes out at 0.0348 hartree/bohr. For the HOMO energy, the calculation gives -10.56 eV.

---

# 3
The following is a quantum chemistry calculation of a molecular structure, C32H29N3O6SScSe, from the OMol25 dataset.

CARTESIAN COORDINATES (ANGSTROEM)
Sc: 0.00243 -0.55886 -0.58691
C: -1.14008 0.67115 4.07891
C: 0.36026 0.45416 3.90036
C: 0.69246 -1.04399 3.96744
C: 0.92343 1.13401 2.65084
C: 2.28106 0.98912 2.32707
C: 2.87314 1.75602 1.33707
C: 2.14130 2.71513 0.63214
C: 2.78570 3.56236 -0.43673
C: 0.79708 2.82174 0.91417
C: 0.18213 2.02911 1.88003
H: -1.46192 0.22355 5.02494
H: -1.71414 0.19134 3.28058
H: -1.39826 1.73369 4.11245
H: 0.86351 0.93977 4.73911
H: 0.28938 -1.57005 3.10005
H: 0.24953 -1.48340 4.86698
H: 1.76904 -1.22570 4.00721
H: 2.89163 0.27755 2.87641
H: 3.92133 1.60219 1.09428
H: 2.88790 2.98508 -1.36428
H: 3.78098 3.89302 -0.13111
H: 2.17934 4.44331 -0.66227
H: 0.20367 3.55597 0.38454
H: -0.87073 2.17111 2.08444
O: -0.59280 -2.15512 1.28922
S: -2.02829 -1.87871 1.20204
O: -2.73240 -1.64610 2.43396
N: -2.05172 -0.67943 0.16893
C: -3.18375 0.13879 -0.07048
C: -4.49095 -0.14399 0.23168
C: -5.52451 0.75858 -0.12860
C: -5.25726 1.90617 -0.80541
C: -3.91515 2.22054 -1.14313
C: -3.55073 3.35816 -1.90361
C: -2.24329 3.57567 -2.20130
C: -1.26904 2.68253 -1.70590
N: -1.56060 1.62682 -0.98728
C: -2.87833 1.36180 -0.73936
C: -2.83124 -3.25338 0.45105
C: -3.63285 -4.07270 1.24267
C: -4.30100 -5.13199 0.64821
C: -4.17672 -5.35461 -0.71892
C: -3.37934 -4.52587 -1.49932
C: -2.70253 -3.46806 -0.91925
H: -4.73798 -1.06461 0.74540
H: -6.54884 0.51109 0.12856
H: -6.05202 2.58454 -1.09825
H: -4.32686 4.03080 -2.25767
H: -1.93085 4.41702 -2.80981
H: -0.21803 2.83989 -1.93796
H: -3.72297 -3.86300 2.30359
H: -4.92148 -5.78299 1.25173
H: -4.70367 -6.18139 -1.18048
H: -3.28722 -4.70278 -2.56522
H: -2.08339 -2.81639 -1.51777
N: 2.26797 -7.84759 -1.33702
C: 2.01966 -6.72312 -1.27177
C: 1.70387 -5.30296 -1.18059
C: 0.90322 -4.69272 -2.13765
C: 0.57498 -3.34955 -1.99941
C: 0.99036 -2.57067 -0.92210
C: 1.83976 -3.20643 -0.01766
C: 2.19678 -4.53780 -0.12212
H: 0.54803 -5.26915 -2.98357
H: -0.00433 -2.89147 -2.78312
H: 2.23379 -2.64822 0.82349
H: 2.84472 -5.00410 0.61404
O: 1.20714 1.85768 -3.36489
Se: 1.28233 0.34657 -2.76687
O: -0.26988 -0.32989 -2.59145
O: 1.63077 0.43389 -1.09990
O: 2.28373 -0.65425 -3.54773

The energy above the lowest of the compared OMol25 structures with the same formula, charge and spin is 30.6 kcal per mole. Its net charge is -1. The largest force on an atom comes out at 0.0326 hartree/bohr. For the HOMO energy, the calculation gives -5.99 eV.